Entry 1:
The following is a DFT calculation (the ωB97M-V functional and the def2-TZVPD basis) of a cluster of 12 separate species, C76H156F18N6O15 in total at a distorted geometry.

Last column: Löwdin charge in e.
Positions of all 271 atoms, in Å:
C 2.290 0.566 -5.519  -0.096
C 1.111 0.403 -6.479  -0.245
C 0.928 1.645 -7.325  -0.202
C -0.450 1.871 -7.978  -0.119
N -0.571 3.060 -8.880  -0.212
C 0.308 2.895 -10.127  -0.089
C -0.356 3.663 -11.302  -0.116
C -1.698 4.137 -10.696  -0.149
C -1.964 3.203 -9.533  -0.064
C -0.208 4.339 -8.158  -0.088
C -0.912 4.456 -6.765  -0.204
C -0.874 5.927 -6.283  -0.076
H 3.199 0.463 -6.116  0.077
H 2.307 -0.184 -4.729  0.069
H 2.327 1.549 -5.051  0.078
H 0.132 0.233 -6.017  0.097
H 1.227 -0.492 -7.094  0.114
H 1.657 1.704 -8.145  0.115
H 1.212 2.553 -6.786  0.101
H -1.148 1.926 -7.143  0.132
H -0.668 0.996 -8.591  0.137
H 1.337 3.175 -9.923  0.129
H 0.271 1.836 -10.380  0.128
H 0.370 4.414 -11.600  0.116
H -0.551 2.977 -12.124  0.114
H -1.538 5.171 -10.398  0.109
H -2.584 4.071 -11.325  0.126
H -2.657 3.640 -8.819  0.140
H -2.252 2.230 -9.923  0.142
H -0.426 5.253 -8.697  0.127
H 0.838 4.200 -7.899  0.127
H -0.461 3.842 -5.984  0.096
H -1.970 4.209 -6.658  0.112
H -0.711 6.015 -5.210  0.065
H -1.862 6.378 -6.411  0.089
H -0.268 6.661 -6.817  0.078
C 2.476 1.005 -0.877  -0.107
C 1.324 1.626 -0.134  -0.234
C 0.064 0.753 -0.128  -0.166
C -1.363 1.267 0.133  -0.102
N -2.393 0.256 -0.210  -0.168
C -3.793 0.665 0.210  -0.071
C -4.631 -0.574 0.387  -0.127
C -3.642 -1.604 0.904  -0.135
C -2.238 -1.083 0.578  -0.068
C -2.356 -0.045 -1.691  -0.121
C -2.640 1.151 -2.593  -0.181
C -1.435 1.742 -3.350  -0.078
H 3.350 1.655 -0.892  0.079
H 2.170 0.803 -1.907  0.066
H 2.805 0.064 -0.426  0.068
H 1.098 2.612 -0.554  0.122
H 1.612 1.927 0.875  0.082
H 0.140 0.059 0.723  0.082
H 0.090 0.078 -0.986  0.104
H -1.381 2.177 -0.475  0.121
H -1.455 1.657 1.146  0.142
H -4.229 1.459 -0.399  0.141
H -3.656 1.193 1.156  0.129
H -5.271 -0.966 -0.399  0.119
H -5.300 -0.372 1.224  0.099
H -3.783 -2.626 0.547  0.093
H -3.620 -1.718 1.988  0.089
H -1.701 -1.746 -0.100  0.104
H -1.570 -0.892 1.419  0.095
H -3.117 -0.826 -1.807  0.128
H -1.543 -0.712 -1.987  0.118
H -3.089 1.965 -2.025  0.095
H -3.369 0.812 -3.330  0.121
H -1.780 2.652 -3.846  0.060
H -0.946 1.013 -3.996  0.057
H -0.750 2.220 -2.645  0.059
C 5.798 0.308 -2.536  -0.091
C 7.165 -0.412 -2.708  -0.219
C 7.109 -1.801 -2.053  -0.187
C 8.435 -2.539 -2.241  -0.080
N 8.563 -3.856 -1.440  -0.211
C 7.922 -4.974 -2.228  -0.120
C 8.850 -5.322 -3.370  -0.132
C 10.241 -4.886 -2.836  -0.133
C 10.005 -4.294 -1.441  -0.104
C 8.025 -3.791 -0.004  -0.117
C 8.735 -2.788 0.878  -0.213
C 8.024 -2.516 2.208  -0.084
H 5.046 -0.005 -3.259  0.065
H 5.967 1.374 -2.688  0.086
H 5.440 0.147 -1.521  0.046
H 8.008 0.034 -2.179  0.117
H 7.371 -0.465 -3.780  0.107
H 6.313 -2.491 -2.340  0.122
H 7.013 -1.509 -1.003  0.090
H 9.314 -1.964 -1.956  0.140
H 8.525 -2.822 -3.289  0.129
H 7.710 -5.762 -1.501  0.132
H 6.880 -4.719 -2.440  0.135
H 8.871 -6.401 -3.504  0.117
H 8.567 -4.844 -4.304  0.114
H 10.859 -5.781 -2.806  0.115
H 10.747 -4.136 -3.441  0.116
H 10.112 -5.094 -0.711  0.142
H 10.645 -3.433 -1.276  0.135
H 7.937 -4.788 0.424  0.138
H 7.034 -3.381 -0.205  0.117
H 8.691 -1.818 0.373  0.094
H 9.768 -3.118 0.996  0.113
H 8.498 -3.114 2.991  0.074
H 6.956 -2.715 2.234  0.068
H 8.223 -1.483 2.493  0.069
C 0.042 -3.445 1.910  0.041
C 0.823 -3.937 3.087  -0.383
O 1.471 -4.929 3.082  0.169
N 0.432 -3.368 4.455  0.092
H 1.288 -3.068 4.922  0.179
H -0.005 -2.449 4.289  0.106
C -0.495 -4.331 5.099  0.016
H 0.296 -2.413 1.643  0.081
H -1.048 -3.420 1.967  0.103
H 0.400 -4.057 1.086  0.081
H -1.178 -3.849 5.800  0.086
H 0.052 -5.055 5.693  0.106
H -1.165 -4.738 4.345  0.116
C 3.571 3.704 4.345  -0.043
C 2.582 2.976 5.267  -0.126
N 2.395 1.519 4.904  -0.213
C 1.341 1.006 5.847  -0.003
C 1.957 1.359 3.464  -0.125
C 2.013 -0.064 2.919  -0.062
C 3.673 0.747 5.155  -0.090
C 4.391 0.942 6.487  -0.189
O 5.077 2.160 6.687  -0.192
C 5.002 2.768 7.965  -0.090
H 4.018 4.539 4.884  0.101
H 3.383 3.894 3.293  0.076
H 4.515 3.141 4.300  0.056
H 1.616 3.476 5.326  0.118
H 2.925 3.060 6.297  0.115
H 0.975 0.043 5.480  0.086
H 0.506 1.698 5.812  0.119
H 1.734 0.731 6.822  0.084
H 2.620 1.905 2.794  0.111
H 0.957 1.771 3.336  0.146
H 2.029 -0.089 1.832  0.060
H 1.196 -0.702 3.266  0.038
H 2.946 -0.553 3.205  0.066
H 4.349 0.816 4.303  0.119
H 3.409 -0.311 5.135  0.122
H 5.166 0.177 6.599  0.137
H 3.731 0.697 7.327  0.117
H 5.454 3.759 7.983  0.095
H 5.643 2.260 8.692  0.089
H 3.971 2.843 8.315  0.087
C -6.871 -5.081 -0.158  -0.029
C -7.619 -5.472 1.125  -0.120
N -6.719 -5.682 2.372  -0.261
C -7.591 -5.833 3.577  0.007
C -5.931 -6.971 2.150  -0.153
C -6.699 -8.258 1.892  -0.051
C -5.793 -4.507 2.586  -0.074
C -6.438 -3.155 2.871  -0.212
O -7.413 -2.804 1.920  -0.194
C -7.789 -1.429 2.038  -0.051
H -5.789 -4.997 -0.030  0.055
H -7.193 -4.167 -0.652  0.092
H -6.996 -5.873 -0.899  0.083
H -8.188 -6.391 1.012  0.109
H -8.275 -4.732 1.574  0.110
H -8.318 -6.642 3.534  0.103
H -8.248 -4.966 3.655  0.108
H -6.935 -5.909 4.440  0.116
H -5.345 -7.062 3.068  0.127
H -5.173 -6.666 1.422  0.117
H -7.395 -8.424 2.720  0.071
H -6.079 -9.150 1.909  0.089
H -7.351 -8.238 1.020  0.075
H -5.324 -4.298 1.624  0.096
H -5.072 -4.862 3.317  0.144
H -5.620 -2.432 2.894  0.097
H -6.862 -3.081 3.882  0.130
H -8.196 -1.089 1.086  0.082
H -7.053 -0.717 2.418  0.087
H -8.607 -1.387 2.764  0.099
C -2.493 6.625 -1.758  -0.522
O -1.489 7.405 -2.467  -0.104
O -3.646 7.275 -1.925  -0.190
C -2.475 5.162 -2.266  -0.527
F -2.735 5.015 -3.582  0.105
F -1.295 4.573 -1.903  0.078
F -3.464 4.427 -1.698  0.098
C -0.207 7.433 -1.893  -0.300
C 0.782 8.007 -2.955  -0.078
H 0.673 9.068 -3.175  0.064
H 1.812 7.940 -2.591  0.058
H 0.680 7.387 -3.846  0.040
H 0.200 6.530 -1.421  0.100
H -0.156 8.073 -1.001  0.113
H -2.115 6.592 -0.722  0.132
C -2.041 -0.108 4.727  -0.429
O -1.425 0.580 5.844  -0.112
O -1.059 -0.619 3.949  -0.200
C -3.247 -1.002 5.202  -0.532
F -4.010 -1.301 4.123  0.106
F -2.880 -2.212 5.734  0.090
F -3.969 -0.339 6.092  0.174
C -1.113 -0.184 6.998  -0.314
C -0.490 0.537 8.174  -0.063
H -0.184 -0.115 8.993  0.085
H 0.394 1.154 8.015  0.049
H -1.372 1.090 8.506  0.095
H -0.506 -1.046 6.671  0.097
H -1.935 -0.748 7.453  0.110
H -2.539 0.738 4.235  0.152
C -2.451 -5.415 -0.455  -0.492
O -1.110 -5.817 -0.117  -0.112
O -3.094 -5.137 0.698  -0.206
C -2.668 -4.538 -1.730  -0.509
F -2.124 -5.170 -2.790  0.110
F -3.953 -4.291 -1.994  0.145
F -2.051 -3.297 -1.790  0.073
C -0.330 -6.626 -0.991  -0.268
C 1.020 -6.748 -0.315  -0.089
H 1.811 -7.067 -1.004  0.069
H 1.509 -5.938 0.227  0.055
H 0.976 -7.564 0.414  0.073
H -0.132 -6.116 -1.938  0.104
H -0.712 -7.621 -1.232  0.121
H -2.855 -6.382 -0.806  0.136
C -9.355 1.474 -0.964  -0.507
O -9.902 0.250 -0.325  -0.164
O -10.113 2.505 -0.595  -0.201
C -7.856 1.628 -0.617  -0.547
F -7.142 2.395 -1.452  0.134
F -7.566 1.979 0.640  0.144
F -7.373 0.368 -0.869  0.050
C -10.974 -0.393 -1.000  -0.294
C -11.391 -1.658 -0.277  -0.093
H -11.560 -1.540 0.793  0.069
H -12.362 -1.957 -0.683  0.063
H -10.699 -2.479 -0.471  0.056
H -10.594 -0.582 -2.009  0.109
H -11.797 0.325 -1.030  0.115
H -9.509 1.266 -2.036  0.124
C 7.133 1.079 0.802  -0.510
O 6.978 2.509 0.852  -0.067
O 8.430 0.745 0.983  -0.190
C 6.056 0.302 1.589  -0.544
F 5.846 -0.937 1.166  0.130
F 6.271 0.378 2.933  0.111
F 4.861 0.933 1.379  0.095
C 6.986 3.052 2.139  -0.305
C 7.453 4.512 2.065  -0.070
H 6.984 5.095 2.860  0.066
H 8.537 4.628 2.077  0.069
H 7.155 5.015 1.142  0.073
H 7.634 2.578 2.882  0.118
H 6.055 3.102 2.720  0.084
H 6.799 0.906 -0.236  0.102
C -0.223 6.605 2.587  -0.546
O -1.222 5.875 1.850  -0.109
O -0.694 7.548 3.399  -0.183
C 0.854 5.601 3.064  -0.518
F 0.553 5.039 4.249  0.105
F 1.058 4.552 2.218  0.080
F 2.083 6.217 3.091  0.090
C -1.998 4.894 2.506  -0.276
C -3.036 4.370 1.507  -0.072
H -3.603 3.461 1.749  0.051
H -3.848 5.094 1.448  0.092
H -2.617 4.145 0.526  0.041
H -2.655 5.342 3.258  0.116
H -1.421 4.091 2.976  0.090
H 0.246 7.070 1.699  0.130

Results
ΔE to the lowest compared entry with this formula, charge and spin ... 0.0 kcal per mole
Frontier orbital gap ... 3.2 eV
Total energy ... -169889.403 eV



Entry 2:
The following is a DFT calculation (the ωB97M-V functional and the def2-TZVPD basis) of a structure of composition C76H65FN4O4P3SiV at a distorted geometry.

Last column: Löwdin spin population.
Positions of all 155 atoms, in Å:
V 0.493 0.931 0.500  1.032
C 0.430 1.729 -5.868  0.000
C 1.731 2.064 -5.528  0.000
C 2.119 2.089 -4.202  -0.001
C 1.196 1.802 -3.197  -0.003
C -0.106 1.461 -3.544  0.000
C -0.485 1.419 -4.876  0.000
P 1.686 1.798 -1.431  0.003
C 3.303 0.952 -1.671  -0.002
C 4.527 1.523 -1.339  -0.001
C 5.705 0.825 -1.544  0.000
C 5.679 -0.440 -2.103  -0.001
C 4.467 -1.003 -2.469  0.000
C 3.286 -0.318 -2.246  -0.001
C 2.298 3.486 -1.137  0.003
C 2.389 4.503 -2.074  0.000
C 2.915 5.732 -1.701  -0.001
C 3.324 5.949 -0.397  0.000
C 3.193 4.939 0.544  -0.001
C 2.691 3.699 0.187  -0.003
Si 2.476 2.184 1.350  -0.024
C 1.896 2.977 2.982  0.000
C 2.669 3.113 4.123  0.000
C 2.095 3.476 5.329  0.000
C 0.731 3.694 5.402  0.000
C -0.052 3.597 4.264  0.000
C 0.532 3.268 3.042  0.000
P -0.437 2.861 1.552  -0.001
C -2.067 3.579 2.043  -0.007
C -3.280 2.915 2.010  -0.001
C -4.461 3.598 2.256  0.000
C -4.439 4.952 2.537  0.000
C -3.225 5.620 2.595  0.000
C -2.052 4.942 2.347  -0.001
C -0.367 4.050 0.156  0.005
C 0.125 5.343 0.079  0.000
C -0.041 6.066 -1.093  0.001
C -0.719 5.526 -2.172  0.000
C -1.254 4.250 -2.084  0.001
C -1.072 3.518 -0.928  0.005
C 4.312 1.731 1.747  -0.010
C 5.333 2.653 1.919  -0.001
C 6.637 2.238 2.132  -0.001
C 6.945 0.887 2.163  0.000
C 5.939 -0.051 1.999  -0.001
C 4.630 0.372 1.819  0.000
P 3.195 -0.655 1.402  -0.016
C 2.445 -0.993 3.044  0.000
C 1.138 -1.695 2.994  0.000
C 0.463 -1.959 4.302  0.000
C 1.120 -1.482 5.516  0.000
C 2.344 -0.928 5.468  0.000
C 3.018 -0.690 4.228  0.000
C 3.840 -2.367 1.195  -0.006
C 3.601 -2.960 -0.039  -0.001
C 4.081 -4.225 -0.315  0.000
C 4.782 -4.918 0.656  0.000
C 4.973 -4.357 1.909  0.000
C 4.504 -3.085 2.184  -0.001
H 0.136 1.701 -6.908  0.000
H 2.449 2.294 -6.302  0.000
H 3.141 2.322 -3.938  0.000
H -0.806 1.216 -2.754  0.000
H -1.492 1.136 -5.149  0.000
H 4.567 2.520 -0.928  0.000
H 6.646 1.278 -1.269  0.000
H 6.600 -0.982 -2.262  0.000
H 4.452 -1.984 -2.923  0.000
H 2.332 -0.755 -2.525  0.000
H 2.050 4.352 -3.089  0.000
H 3.002 6.520 -2.434  0.000
H 3.738 6.905 -0.111  0.000
H 3.470 5.121 1.572  0.000
H 3.729 2.912 4.066  0.000
H 2.704 3.560 6.216  0.000
H 0.268 3.933 6.349  0.000
H -1.118 3.761 4.346  0.000
H -3.308 1.864 1.790  0.000
H -5.404 3.071 2.218  0.000
H -5.358 5.489 2.711  0.000
H -3.195 6.675 2.822  0.000
H -1.109 5.467 2.381  0.000
H 0.665 5.784 0.904  0.000
H 0.363 7.066 -1.161  0.000
H -0.838 6.099 -3.080  0.000
H -1.813 3.832 -2.910  0.000
H -1.498 2.521 -0.824  0.002
H 5.112 3.707 1.858  0.000
H 7.420 2.971 2.261  0.000
H 7.967 0.568 2.313  0.000
H 6.177 -1.106 2.002  0.000
H 1.257 -1.312 0.968  0.000
H -0.623 -2.020 4.336  0.000
H 0.571 -1.554 6.443  0.000
H 2.809 -0.570 6.373  0.000
H 3.978 -0.192 4.252  0.000
H 3.034 -2.414 -0.779  0.000
H 3.902 -4.673 -1.283  0.000
H 5.172 -5.902 0.442  0.000
H 5.481 -4.919 2.680  0.000
H 4.637 -2.657 3.167  0.000
F -2.979 -2.152 -4.660  0.000
C -2.741 -2.538 -3.364  0.000
C -1.887 -1.822 -2.568  -0.002
C -1.679 -2.223 -1.231  0.001
C -0.746 -1.517 -0.396  0.000
O -0.003 -0.585 -0.834  0.009
C -0.626 -2.036 0.964  0.002
C -1.396 -3.045 1.409  -0.004
N -2.310 -3.682 0.598  -0.003
C -3.092 -4.744 1.145  0.000
C -3.794 -4.522 2.450  0.000
C -4.588 -4.593 1.186  0.000
C -2.416 -3.329 -0.732  0.000
C -3.224 -4.069 -1.587  -0.001
C -3.384 -3.692 -2.926  -0.002
N -4.141 -4.428 -3.879  0.000
C -3.363 -5.191 -4.843  0.000
C -4.295 -5.517 -6.030  0.000
N -5.534 -4.745 -5.790  0.000
C -6.251 -5.290 -4.615  0.000
C -5.272 -5.193 -3.416  0.000
C 0.423 -1.280 1.723  0.013
O 1.063 -2.981 3.536  0.000
O 0.012 0.013 1.904  0.023
H -1.377 -0.948 -2.939  0.000
H -1.316 -3.437 2.410  0.000
H -2.684 -5.735 0.954  0.000
H -3.699 -3.557 2.921  0.000
H -3.832 -5.347 3.143  0.000
H -5.001 -3.673 0.799  0.000
H -5.202 -5.459 0.996  0.000
H -3.722 -4.949 -1.218  0.000
H -2.960 -6.116 -4.411  0.000
H -2.521 -4.581 -5.169  0.000
H -4.540 -6.579 -6.074  0.000
H -3.848 -5.220 -6.979  0.000
H -6.128 -4.682 -6.618  0.000
H -5.196 -3.809 -5.486  0.000
H -6.542 -6.321 -4.817  0.000
H -7.148 -4.696 -4.437  0.000
H -4.985 -6.196 -3.071  0.000
H -5.735 -4.663 -2.585  0.000
O -2.473 0.161 -0.021  0.000
N -3.436 -0.293 0.660  0.000
C -3.327 -0.434 2.009  0.000
C -4.388 -0.850 2.773  0.000
C -5.605 -1.158 2.167  0.000
C -5.687 -1.055 0.782  0.000
C -4.602 -0.635 0.055  0.000
H -2.354 -0.176 2.407  0.000
H -4.265 -0.923 3.843  0.000
H -6.452 -1.464 2.755  0.000
H -6.605 -1.297 0.268  0.000
H -4.616 -0.537 -1.019  0.000

Results
Multiplicity ... 2
Total charge ... +1
⟨S²⟩ ... 0.801
Frontier orbital gap (alpha / beta) ... 4.1 / 3.1 eV
Total energy ... -158155.553 eV